Molecular formula: C13H23FNO5S
Method: DFT, ωB97M-V/def2-TZVPD

Geometry as XYZ:
```
44
Properties=species:S:1:pos:R:3:forces:R:3
C -0.873555 2.627572 -3.594098 0.6 0.2 0.1
C -0.053510 1.200664 -3.533096 1.2 -3.2 -0.9
C -0.042515 0.318187 -4.948810 2.6 -1.6 4.2
C 0.785590 -1.096561 -4.973403 -0.1 2.1 2.8
C 1.599563 -1.680711 -3.647850 -2.1 3.5 0.1
C 1.577565 -0.799192 -2.226091 -1.6 0.6 -4.1
C 2.416131 -1.454107 -0.975063 0.8 0.2 -3.0
S 1.210299 -1.779746 0.420917 -0.7 -0.9 0.4
C 1.011431 -3.668524 0.609272 5.1 -7.1 0.3
O 2.107363 -4.459224 0.771285 -7.1 6.4 -0.9
N -0.330184 -4.376417 0.602562 2.2 1.0 -3.0
C -0.906306 -4.501463 -0.792572 -8.0 -1.3 -2.0
O -2.217659 -4.774950 -0.953411 10.1 1.9 1.1
F -0.082783 -4.288477 -2.005662 -1.9 -0.4 4.4
C 0.756520 0.624281 -2.207150 0.1 -1.5 -2.5
H -0.053574 3.488209 -3.639170 -1.8 -1.8 0.0
H -1.577594 2.716980 -4.554073 1.8 -0.5 2.1
H -1.553452 2.839916 -2.661409 1.5 -0.7 -1.7
H -0.592610 0.742332 -5.896871 1.2 -1.1 2.1
H 0.802464 -1.683740 -6.002787 0.1 1.2 2.6
H 2.198591 -2.708264 -3.727095 -1.5 2.5 0.2
H 3.348669 -0.788717 -0.652378 -2.5 -1.3 0.0
H 2.869945 -2.514600 -1.278713 -1.2 2.2 0.7
H -0.064822 -1.329325 -0.006567 1.2 -0.5 -0.1
H -0.158308 -5.361120 0.959994 -0.1 1.4 -0.4
H 0.762405 1.279485 -1.211114 -0.1 -1.6 -2.5
C -2.115930 1.001134 1.559977 -0.6 0.2 0.4
O -0.952773 1.090146 0.757775 1.2 -0.3 -0.3
H -2.958818 0.703737 0.931777 0.2 0.0 0.0
H -1.964452 0.252305 2.341188 -0.2 0.0 0.1
H -2.325042 1.975017 2.009503 -0.1 -0.3 0.1
H -0.222273 1.355548 1.342029 -0.4 0.1 -0.3
C 2.205066 -0.160374 4.322254 -0.2 -0.2 0.2
O 2.476483 0.359058 3.033492 -0.2 0.0 -0.9
H 2.959547 0.209481 5.020471 -0.1 0.0 -0.2
H 1.216199 0.170636 4.648685 0.1 -0.1 0.2
H 2.243939 -1.252072 4.291715 0.0 0.0 0.3
H 1.791287 0.013958 2.436136 0.4 0.3 0.5
C -2.845523 4.327483 4.123745 -0.1 0.3 0.1
O -1.874454 3.602419 3.391837 0.6 0.1 -0.4
H -3.526716 3.622327 4.605691 0.2 0.1 -0.1
H -2.350757 4.932597 4.887306 -0.2 0.0 0.1
H -3.410617 4.970051 3.444022 -0.1 0.1 0.2
H -1.284828 4.254061 2.975753 -0.3 -0.4 0.2
```
Positions in Å, forces in eV/Å.

Calculated values
HOMO-LUMO gap: 6.14 eV
Net charge: +1
LUMO level: -5.361 eV
2S+1: 1
HOMO energy: -11.5 eV

These are the natural (NBO) partial charges, in e, on atoms 1 to 4: number 1, C, carries -0.677; number 2, C, carries 0.031; number 3, C, carries -0.197; number 4, C, carries -0.201



Molecular formula: C6H10Cl2O
Method: DFT, ωB97M-V/def2-TZVPD

Geometry as XYZ:
```
19
Properties=species:S:1:pos:R:3:forces:R:3
C 0.739139 -2.044314 -2.075160 -0.6 0.1 -0.4
C 0.476164 -1.606815 -0.640679 0.2 0.7 0.5
C -0.044820 -0.156308 -0.557436 -1.1 0.1 -3.2
O -0.849179 0.245225 -1.419169 1.7 -0.7 2.7
C 0.635053 0.872004 0.378842 -1.0 0.3 0.8
Cl 1.390858 0.029624 1.757153 0.3 0.1 0.1
Cl 1.913644 1.626540 -0.631618 -0.3 0.0 0.3
C -0.394069 1.900247 0.958327 0.2 -0.4 0.0
C -1.478877 1.245871 1.854909 1.3 -1.0 -0.1
H 1.385093 -1.280306 -2.568870 -0.7 -0.6 0.0
H -0.228002 -2.238950 -2.601451 1.0 0.5 0.1
H 1.287422 -2.986250 -2.052812 0.0 0.0 0.0
H -0.256691 -2.258450 -0.140434 0.3 0.1 0.0
H 1.429656 -1.668873 -0.109922 -0.3 -0.1 0.2
H -0.891691 2.332240 0.093144 0.1 0.2 -0.1
H 0.107922 2.709062 1.523270 0.1 -0.6 -0.4
H -2.107756 0.569604 1.253946 0.2 0.2 0.3
H -1.029058 0.684811 2.721105 -0.5 0.5 -0.9
H -2.084807 2.025037 2.256853 -0.6 0.5 0.3
```
Positions in Å, forces in eV/Å.

Calculated values
HOMO-LUMO gap: 10.35 eV
Relative energy (zero: lowest compared OMol25 entry of this formula, charge and spin): 0.00 kcal/mol
LUMO level: 0.342 eV
2S+1: 1
HOMO energy: -10.0 eV

These are the natural (NBO) partial charges, in e, on atoms 1 to 4: number 1, C, carries -0.597; number 2, C, carries -0.514; number 3, C, carries 0.566; number 4, O, carries -0.531



Molecular formula: C3H3BCaF4O13S
Method: DFT, ωB97M-V/def2-TZVPD

Geometry as XYZ:
```
26
Properties=species:S:1:pos:R:3:forces:R:3
Ca 18.360600 7.995700 16.447960 0.9 0.8 1.0
S 19.772750 6.593310 14.294400 -1.2 -1.0 1.4
O 21.174970 6.262640 14.400040 1.3 -0.6 0.3
O 18.913940 6.106760 15.415000 0.2 -1.7 -1.6
O 19.792810 8.040660 14.623800 0.5 2.1 -1.5
O 19.275980 6.264340 12.981230 -0.5 0.1 -0.4
B 16.825490 7.883460 18.987570 1.5 -0.3 1.0
F 17.511040 8.868590 18.309360 0.4 1.1 -0.7
F 17.616260 7.563900 20.076690 0.3 -0.3 1.5
F 15.619310 8.323700 19.322680 -2.8 1.0 1.1
F 16.702120 6.739500 18.249080 0.0 -1.5 -1.8
O 20.150970 12.124750 16.413180 -0.1 1.8 0.4
C 20.262540 10.818300 16.329660 4.8 -5.5 -3.9
O 21.188450 10.183360 15.759180 2.1 2.9 -0.1
O 19.340710 10.104080 16.637140 -5.5 -0.4 2.7
H 19.222580 11.990830 16.617550 -1.3 1.5 0.5
O 21.922310 6.371030 18.894300 0.6 -1.9 3.0
C 21.691480 7.001150 17.768030 -0.5 2.1 -3.2
O 20.572430 7.297320 17.435210 -5.1 0.0 0.7
O 22.622960 7.324230 17.056710 4.4 -0.2 -0.6
H 22.875300 6.278130 18.825130 0.3 -0.1 0.3
O 15.310390 9.811550 13.879990 -2.5 -0.6 -5.5
C 15.805660 9.764390 15.038330 3.8 0.1 5.5
O 16.515890 8.792510 15.373540 -0.3 -1.1 -0.5
O 15.642300 10.793000 15.718360 -0.8 1.1 0.8
H 14.930280 10.689930 13.954510 -0.4 0.5 -0.6
```
Positions in Å, forces in eV/Å.

Calculated values
<S²>: 0.76
HOMO-LUMO gap (alpha / beta): 6.30 / 4.42 eV
Net charge: -3
LUMO level (alpha / beta): 7.238 / 5.690 eV
2S+1: 2
HOMO energy (alpha / beta): 0.9 / 1.3 eV

These are the natural (NBO) partial charges, in e, on atoms 1 to 4: number 1, Ca, carries 1.833; number 2, S, carries 2.545; number 3, O, carries -0.807; number 4, O, carries -1.081



Molecular formula: C2H5N3O
Method: DFT, ωB97M-V/def2-TZVPD

Geometry as XYZ:
```
11
Properties=species:S:1:pos:R:3:forces:R:3
H -2.301126 -0.159228 1.174188 1.0 3.9 -0.8
N -1.953279 0.947966 1.092202 -2.9 -3.7 2.0
C -0.883866 1.033065 0.493550 3.1 1.3 -0.7
N -0.198253 0.098622 -0.277704 -1.0 2.8 2.2
O -0.996713 -1.001477 -0.124393 2.8 -3.4 -3.2
C 1.221836 0.022040 -0.363888 -3.8 -2.6 -1.2
N 1.492380 -1.063157 -1.066698 5.4 2.5 2.7
H 2.631045 -1.136571 -0.945300 -3.4 -0.2 -0.9
H -0.254026 1.899222 0.559243 -0.2 1.2 0.0
H -0.394413 -1.516894 -0.762527 -1.7 -0.8 1.0
H 1.636417 0.876412 0.221326 0.7 -0.9 -1.0
```
Positions in Å, forces in eV/Å.

Calculated values
HOMO-LUMO gap: 9.68 eV
Relative energy (zero: lowest compared OMol25 entry of this formula, charge and spin): 114.58 kcal/mol
LUMO level: 0.553 eV
2S+1: 1
HOMO energy: -9.1 eV

These are the natural (NBO) partial charges, in e, on atoms 1 to 4: number 1, H, carries 0.367; number 2, N, carries -0.639; number 3, C, carries 0.253; number 4, N, carries -0.191



Molecular formula: C4H31N3O11
Method: DFT, ωB97M-V/def2-TZVPD

Geometry as XYZ:
```
49
Properties=species:S:1:pos:R:3:forces:R:3
N 0.337769 0.033710 -0.599316 -0.5 -0.4 0.2
C -0.610559 0.008470 -1.744970 -0.2 1.5 1.4
N -1.982980 -0.141418 -1.331245 -0.3 -1.6 -0.2
C -2.431512 -1.510060 -1.052452 -1.7 0.6 -0.2
C -2.889514 -1.696045 0.392931 2.1 -0.5 -0.2
N -1.695179 -1.852401 1.246178 0.8 0.9 0.1
C -0.968371 -2.981221 1.303011 -2.1 -1.9 2.1
O -1.392823 -4.074171 0.916155 0.2 0.4 -1.1
H 1.056194 -0.671686 -0.629395 0.2 0.0 0.0
H 0.717939 0.950417 -0.411264 0.5 -0.1 -0.5
H -0.567102 1.007122 -2.177768 0.3 -0.2 -0.5
H -0.344064 -0.755971 -2.474860 -0.3 0.5 0.2
H -2.338904 0.435940 -0.584028 0.5 0.6 -0.1
H -1.709314 -2.282553 -1.295633 0.2 0.1 -0.2
H -3.343458 -1.650561 -1.651132 0.2 -0.4 -0.2
H -3.420209 -2.636104 0.500506 -0.6 0.2 0.1
H -3.381516 -0.782339 0.722104 -0.5 -0.4 0.2
H -1.150489 -1.014093 1.418953 -0.1 0.0 0.0
H -0.216496 -3.095433 2.102206 0.7 1.2 -0.6
O 1.816088 0.856604 -3.384548 0.4 -0.4 0.3
H 1.851822 -0.059691 -3.053121 -0.4 0.1 -0.6
H 2.416074 1.279414 -2.768826 0.1 0.6 0.1
O 0.991304 4.248320 0.375193 0.5 0.4 0.5
H 0.123228 4.136106 0.781998 -0.1 -0.4 -0.2
H 0.784797 4.571348 -0.497638 -0.2 0.2 -0.4
O 0.539265 -3.780867 -1.171633 -0.2 0.2 -0.5
H 1.233953 -3.867984 -0.519411 0.2 0.0 0.2
H -0.275067 -4.044121 -0.721183 0.0 -0.2 0.2
O -1.386286 2.982567 0.149236 -0.2 0.4 0.0
H -1.965706 2.882858 0.911898 -0.2 -0.3 0.0
H -1.164768 2.077629 -0.075685 0.1 -0.2 0.0
O -0.269311 1.125304 2.495291 0.1 -0.3 0.2
H 0.184251 0.837590 3.294211 0.2 0.1 0.0
H 0.333351 0.901424 1.776548 0.1 -0.1 -0.1
O -2.873923 1.424025 2.240806 -0.7 0.0 -0.1
H -2.338620 0.631046 2.340981 0.2 0.1 0.0
H -2.514094 1.996114 2.922775 0.0 0.1 0.1
O 2.702531 2.576914 2.366734 0.1 -0.6 0.2
H 2.860229 2.087158 1.534430 -0.2 0.6 0.5
H 1.935563 3.114384 2.154588 0.0 0.2 -0.1
O 2.584697 -1.525114 1.494929 0.3 0.0 0.1
H 3.252143 -1.121152 0.932189 -0.1 0.1 -0.2
H 3.109687 -1.776465 2.263798 -0.2 -0.1 0.1
O 2.842482 2.351132 -0.263787 0.1 -0.4 -0.7
H 3.748121 2.216669 -0.549767 0.2 0.2 -0.1
H 2.669935 3.305320 -0.263338 -0.1 -0.2 0.2
O 1.249793 -1.859115 -3.099058 -0.4 -1.1 -0.4
H 0.670701 -2.356915 -2.496220 0.4 0.1 0.7
H 1.218347 -2.502104 -3.821374 0.5 0.4 -0.3
```
Positions in Å, forces in eV/Å.

Calculated values
HOMO-LUMO gap: 8.52 eV
Relative energy (zero: lowest compared OMol25 entry of this formula, charge and spin): 36.77 kcal/mol
LUMO level: -0.111 eV
2S+1: 1
HOMO energy: -8.6 eV

These are the natural (NBO) partial charges, in e, on atoms 1 to 4: number 1, N, carries -0.928; number 2, C, carries -0.076; number 3, N, carries -0.644; number 4, C, carries -0.228



Molecular formula: C4H6O2S
Method: DFT, ωB97M-V/def2-TZVPD

Geometry as XYZ:
```
13
Properties=species:S:1:pos:R:3:forces:R:3
C 0.914555 -0.850605 -0.501392 1.4 0.2 -1.1
C 0.071073 -0.847715 0.639061 -2.9 1.5 1.5
C 2.021111 0.175559 -0.263443 0.0 -0.1 -0.4
C -1.569269 0.807922 0.065786 1.6 -1.6 -0.1
O 0.766760 -1.472146 -1.534502 -0.2 0.1 0.4
O -0.048724 -1.158879 1.767351 0.4 -0.4 -0.6
S -2.963255 -0.027308 -0.516681 -0.3 -0.1 -0.1
H 2.349087 0.562517 -1.226224 0.0 0.0 0.0
H 1.690868 0.986374 0.382117 0.0 0.0 0.0
H 2.860809 -0.333786 0.214034 0.0 0.0 0.0
H -1.046391 1.322471 -0.722910 0.0 0.3 0.0
H -1.627537 1.277114 1.027072 0.1 0.2 0.3
H -3.419090 -0.441512 0.669725 0.0 0.0 0.1
```
Positions in Å, forces in eV/Å.

Calculated values
HOMO-LUMO gap (alpha / beta): 7.48 / 7.41 eV
Relative energy (zero: lowest compared OMol25 entry of this formula, charge and spin): 75.22 kcal/mol
LUMO level (alpha / beta): -0.228 / -0.269 eV
2S+1: 1
HOMO energy (alpha / beta): -7.7 / -7.7 eV

These are the natural (NBO) partial charges, in e, on atoms 1 to 4: number 1, C, carries 0.378; number 2, C, carries 0.568; number 3, C, carries -0.696; number 4, C, carries -0.623



Molecular formula: C3H9NO
Method: DFT, ωB97M-V/def2-TZVPD

Geometry as XYZ:
```
14
Properties=species:S:1:pos:R:3:forces:R:3
C -0.856706 -0.744800 -3.427179 1.4 -0.3 0.6
C -0.132744 0.346183 -3.695410 -2.3 -0.4 -1.7
H -1.925195 -0.748246 -3.268707 0.0 0.2 0.1
H -0.341481 -1.689921 -3.265153 -0.2 -0.1 -0.2
H -0.791664 1.171572 -3.971911 0.7 0.5 0.4
H 0.834901 0.320472 -4.171491 0.5 0.0 0.8
N 0.078149 -1.005583 2.549144 1.1 0.2 -1.2
C 0.651193 0.291900 2.524009 0.4 1.8 1.3
O 0.160335 1.148995 1.523201 -0.8 -0.1 0.3
H 0.490830 -1.622503 3.207097 -0.3 -0.6 0.3
H -0.854763 -1.106753 2.228251 -0.6 -0.1 0.3
H 0.448606 0.841856 3.463576 -0.3 0.0 -0.2
H 1.748798 0.332926 2.508581 0.0 -0.9 -0.3
H 0.675488 1.109428 0.726998 0.4 -0.4 -0.5
```
Positions in Å, forces in eV/Å.

Calculated values
HOMO-LUMO gap: 9.79 eV
Relative energy (zero: lowest compared OMol25 entry of this formula, charge and spin): 57.45 kcal/mol
LUMO level: 0.971 eV
2S+1: 1
HOMO energy: -8.8 eV

These are the natural (NBO) partial charges, in e, on atoms 1 to 4: number 1, C, carries -0.355; number 2, C, carries -0.414; number 3, H, carries 0.194; number 4, H, carries 0.183



Molecular formula: C3H4LiO3
Method: DFT, ωB97M-V/def2-TZVPD

Geometry as XYZ:
```
11
Properties=species:S:1:pos:R:3:forces:R:3
H 3.014771 2.006472 0.902629 -0.2 -0.1 -0.1
O -1.044130 -1.356677 1.149470 0.8 0.4 -2.5
O 2.115871 0.209107 1.135431 -1.0 -4.2 2.5
C 2.331375 1.229110 0.508228 0.9 3.8 -2.6
C -1.912373 -0.412100 -0.870586 -1.8 -0.3 -2.1
O -2.542833 -1.383438 -1.589158 0.8 1.1 1.1
C -0.766671 -1.069596 -0.043900 -1.4 -0.4 2.6
H 2.031429 1.324778 -0.554644 0.1 0.1 0.3
H -1.479642 0.401839 -1.520725 0.1 -0.4 0.5
H -2.541863 0.089224 -0.078804 0.3 -0.3 -0.3
Li 0.794069 -1.038716 0.962064 1.4 0.3 0.5
```
Positions in Å, forces in eV/Å.

Calculated values
HOMO-LUMO gap (alpha / beta): 6.80 / 3.51 eV
Relative energy (zero: lowest compared OMol25 entry of this formula, charge and spin): 87.97 kcal/mol
Net charge: -1
LUMO level (alpha / beta): 2.936 / 2.553 eV
2S+1: 1
HOMO energy (alpha / beta): -3.9 / -1.0 eV

These are the natural (NBO) partial charges, in e, on atoms 1 to 4: number 1, H, carries 0.074; number 2, O, carries -0.683; number 3, O, carries -0.831; number 4, C, carries -0.071



Molecular formula: HN2O4S
Method: DFT, ωB97M-V/def2-TZVPD

Geometry as XYZ:
```
8
Properties=species:S:1:pos:R:3:forces:R:3
O 2.618627 -0.781803 0.339960 -1.0 -0.6 -0.6
N 1.702939 0.040163 0.264226 0.7 2.2 1.0
N 0.570270 -0.241977 -0.238569 -1.6 -3.5 -1.6
S -1.095327 0.496386 -0.021480 0.4 0.1 -0.7
O -1.701863 0.656113 -1.323955 1.0 0.0 0.0
O -0.775118 1.647810 0.716886 0.4 2.4 0.7
O -1.667473 -0.546962 0.742124 -0.9 -2.0 0.9
H 0.347942 -1.269728 -0.479192 1.0 1.5 0.3
```
Positions in Å, forces in eV/Å.

Calculated values
HOMO-LUMO gap: 9.30 eV
Relative energy (zero: lowest compared OMol25 entry of this formula, charge and spin): 1.38 kcal/mol
Net charge: -1
LUMO level: 4.095 eV
2S+1: 1
HOMO energy: -5.2 eV

These are the natural (NBO) partial charges, in e, on atoms 1 to 4: number 1, O, carries -0.493; number 2, N, carries 0.213; number 3, N, carries -0.614; number 4, S, carries 2.524



Molecular formula: C2H3NO2
Method: DFT, ωB97M-V/def2-TZVPD

Geometry as XYZ:
```
8
Properties=species:S:1:pos:R:3:forces:R:3
C -0.469348 -0.443615 -0.159220 0.1 1.2 -1.7
C 0.166290 -0.639557 1.058691 1.3 -1.4 2.2
N 0.364177 0.759100 -0.317692 -0.6 1.2 -2.7
O -1.203552 -0.168555 0.946184 -0.9 -0.1 0.9
O 1.104330 0.416593 0.883626 -0.5 -0.8 -0.6
H -1.134106 0.638448 -2.911831 0.0 0.0 0.0
H 0.333295 -1.462533 1.757543 0.2 0.6 -0.2
H 0.838913 0.900119 -1.257302 0.4 -0.6 2.1
```
Positions in Å, forces in eV/Å.

Calculated values
HOMO-LUMO gap (alpha / beta): 9.33 / 8.53 eV
Relative energy (zero: lowest compared OMol25 entry of this formula, charge and spin): 230.74 kcal/mol
LUMO level (alpha / beta): -0.159 / -1.381 eV
2S+1: 1
HOMO energy (alpha / beta): -9.5 / -9.9 eV

These are the natural (NBO) partial charges, in e, on atoms 1 to 4: number 1, C, carries 0.327; number 2, C, carries 0.216; number 3, N, carries -0.372; number 4, O, carries -0.443



no.,largest force on an atom (eV/Å)
1,10.4
2,3.4
3,8.3
4,6.5
5,3.5
6,3.6
7,2.9
8,5.0
9,4.2
10,3.0